ORCA calculation (ωB97M-V/def2-TZVPD) on an isolated molecule of C4H5NO2.

Last columns: bonded neighbours and bond lengths (Å).
Positions of all 12 atoms, in Å:
1 C 0.462 0.635 -1.720  C2 1.444, H8 1.095, H9 1.095, H10 1.100
2 C 0.620 -0.001 -0.434  C1 1.444, C3 1.289
3 C 0.773 -0.341 0.800  C2 1.289, O4 1.337, N5 1.378
4 O 1.711 -1.003 1.484  C3 1.337, H11 0.973
5 N -0.326 0.215 1.419  C3 1.378, C6 1.360
6 C -1.585 -0.009 0.958  N5 1.360, O7 1.223, H12 1.102
7 O -1.924 -0.254 -0.192  C6 1.223
8 H -0.478 0.355 -2.206  C1 1.095
9 H 0.545 1.725 -1.643  C1 1.095
10 H 1.308 0.284 -2.329  C1 1.100
11 H 1.394 -1.015 2.404  O4 0.973
12 H -2.332 0.100 1.762  C6 1.102

Its multiplicity is 1. As for the energy above the lowest of the compared OMol25 structures with the same formula, charge and spin: 94.0 kcal per mole. The value obtained for the HOMO energy is -8.90 eV. As for the lowest unoccupied orbital energy: -0.55 eV. The gap between HOMO and LUMO comes out at 8.349 eV. For the total energy, the calculation gives -9810.23756 eV.

Here are the natural (NBO) charges for atoms 1 to 5, given in e: -0.720, 0.302, 0.347, -0.642, -0.577